--- 1 ---
Computed, not measured: a molecular structure, C3H3NOS, with ωB97M-V with the def2-TZVPD basis set.

Calculated values
HOMO: -8.857 eV
orbital gap: 9.0960 eV

XYZ file:
```
9
Properties=species:S:1:pos:R:3:lowdin_charge:R:1
C 0.47 0.16 -0.38 -0.8035
C -0.47 -0.69 -0.13 -0.1736
C -0.84 1.05 0.87 -0.1781
H 1.94 -1.68 -0.99 0.0222
H -0.81 -1.71 -0.50 0.1387
H -1.29 1.71 1.49 0.0969
N -1.35 -0.09 0.78 0.1157
O 0.32 1.35 0.11 0.0527
S 2.04 -0.10 -1.24 0.7291
```

***

--- 2 ---
Computed, not measured: C3H3NOS in the gas phase, with ωB97M-V with the def2-TZVPD basis set.

Calculated values
HOMO (spin up / spin down): -8.300 / -8.297 eV
orbital gap (spin up / spin down): 7.8118 / 7.7942 eV

XYZ file:
```
9
Properties=species:S:1:pos:R:3:lowdin_charge:R:1
C 0.81 -1.19 0.15 0.0630
C 1.30 0.02 0.10 -0.5108
C -1.30 1.10 -0.09 -0.4810
N -1.83 -0.09 -0.06 -0.1406
O -1.27 -1.18 0.15 -0.0949
S 0.38 1.53 0.07 0.9032
H 1.29 -2.23 0.18 0.1096
H 2.42 0.04 -0.08 0.0954
H -1.80 2.00 -0.42 0.0561
```

***

Least stable: 2

***

--- 1 ---
Computed, not measured: 2 unconnected molecules or ions with the total composition C2H5ClOS, with ωB97M-V with the def2-TZVPD basis set.

Calculated values
HOMO (spin up / spin down): -8.964 / -8.965 eV
orbital gap (spin up / spin down): 8.1668 / 8.1677 eV

XYZ file:
```
10
Properties=species:S:1:pos:R:3:lowdin_charge:R:1
C -1.22 0.27 0.41 -0.1122
C 0.14 0.38 -0.24 -0.8971
O 0.19 0.67 -1.51 -0.0088
S 1.22 -1.90 0.09 0.3371
Cl 1.29 1.27 0.82 0.5979
H -1.34 -0.56 1.17 0.1052
H -1.57 1.19 0.66 0.0381
H -1.82 -0.22 -0.35 0.0888
H 0.95 0.20 -1.92 0.1312
H 2.15 -1.31 0.86 -0.2802
```

***

--- 2 ---
Computed, not measured: C2H5ClOS in the gas phase, with ωB97M-V with the def2-TZVPD basis set.

Calculated values
structure (SMILES): C=[S@@](C)(=O)Cl
HOMO: -9.138 eV
orbital gap: 9.0662 eV

XYZ file:
```
10
Properties=species:S:1:pos:R:3:lowdin_charge:R:1
C 1.55 0.43 -0.15 -0.3013
C -0.96 -1.09 -0.20 -0.1083
O -0.16 0.47 1.85 -0.4264
S 0.03 0.40 0.46 0.4145
Cl -1.17 2.10 -0.05 0.1973
H 2.30 1.02 0.40 0.0319
H 1.55 0.66 -1.27 0.0540
H -1.02 -1.14 -1.30 0.0777
H -0.26 -1.87 0.09 0.0630
H -1.87 -1.00 0.16 -0.0024
```

***

Least stable: 2

***

--- 1 ---
Computed, not measured: a molecular structure, C48H39BrGeIrN3O5STe, with ωB97M-V with the def2-TZVPD basis set.

Calculated values
HOMO: -7.827 eV
orbital gap: 6.1225 eV

XYZ file:
```
100
Properties=species:S:1:pos:R:3:lowdin_charge:R:1
Ir -0.88 0.63 0.68 1.1205
Br 2.01 -2.17 2.41 0.1998
C -0.01 0.13 3.57 -0.5170
C -0.12 0.09 4.94 -0.0697
C -1.38 0.33 5.48 -0.0214
C -2.46 0.60 4.64 0.0365
C -2.25 0.61 3.27 -0.1509
N -1.03 0.40 2.79 -0.0941
C -3.31 0.80 2.19 -0.5334
O -4.44 1.02 2.54 0.1042
O -2.88 0.65 0.96 -0.1601
H 0.74 -0.13 5.56 0.1156
H -1.52 0.32 6.55 0.1144
H -3.46 0.80 5.00 0.1278
O -1.31 3.95 0.07 0.0823
C -0.39 3.62 0.78 -0.5801
O 0.03 2.41 0.97 -0.3904
C 0.46 4.61 1.52 -0.1241
C 0.27 5.95 1.20 -0.0101
C 1.01 6.95 1.80 -0.0703
C 1.96 6.61 2.75 -0.0814
C 2.16 5.28 3.09 -0.1397
C 1.41 4.27 2.50 -0.4949
S 1.74 2.69 3.28 0.6558
H -0.49 6.18 0.47 0.1221
H 0.85 7.99 1.54 0.1048
H 2.55 7.38 3.24 0.1046
H 2.89 5.02 3.84 0.0899
C -2.70 -3.39 -3.19 -0.1075
C -3.35 -2.66 -2.21 -0.0876
C -2.87 -1.41 -1.84 -0.1300
C -1.73 -0.87 -2.44 -0.3115
C -1.09 -1.62 -3.44 -0.1139
C -1.58 -2.87 -3.81 -0.0992
Ge -1.03 0.87 -1.79 0.9433
C 0.75 1.13 -2.60 -0.3075
C 1.90 1.26 -1.82 -0.1356
C 3.15 1.47 -2.40 -0.0876
C 3.27 1.51 -3.78 -0.0967
C 2.14 1.37 -4.58 -0.0879
C 0.89 1.21 -3.99 -0.1162
C -2.19 2.19 -2.67 -0.2906
C -3.42 1.80 -3.19 -0.0995
C -4.23 2.72 -3.85 -0.0935
C -3.82 4.03 -3.99 -0.1020
C -2.59 4.43 -3.48 -0.0881
C -1.79 3.51 -2.82 -0.1227
H -3.06 -4.38 -3.46 0.0935
H -4.24 -3.06 -1.72 0.1009
H -3.37 -0.85 -1.06 0.0957
H -0.21 -1.23 -3.92 0.0871
H -1.07 -3.43 -4.59 0.0953
H 1.82 1.21 -0.74 0.0381
H 4.02 1.61 -1.78 0.0955
H 4.24 1.66 -4.24 0.0976
H 2.22 1.41 -5.66 0.0998
H 0.00 1.15 -4.62 0.1065
H -3.75 0.77 -3.10 0.0852
H -5.19 2.40 -4.25 0.0970
H -4.46 4.75 -4.48 0.0957
H -2.27 5.46 -3.59 0.0983
H -0.84 3.84 -2.41 0.0946
Te 1.68 0.41 2.17 1.3043
C 3.75 0.45 1.55 -0.4675
C 4.21 -0.53 0.68 -0.1827
C 5.53 -0.48 0.26 -0.0733
C 6.37 0.54 0.70 -0.0762
C 5.89 1.51 1.57 -0.0698
C 4.57 1.46 2.01 -0.1386
H 3.55 -1.31 0.32 0.0524
H 5.90 -1.24 -0.42 0.1088
H 7.39 0.58 0.35 0.1063
H 6.54 2.31 1.91 0.1080
H 4.19 2.21 2.70 0.0440
C 0.73 -5.67 0.12 0.0145
N 0.42 -4.30 -0.21 -0.0401
N -0.52 -3.56 0.47 0.0621
C -0.41 -2.25 0.10 -0.4556
O -1.23 -1.40 0.56 -0.1811
C 0.67 -2.17 -0.81 0.0114
C 1.15 -3.44 -0.96 -0.2685
C 2.25 -3.94 -1.84 0.0067
C -1.50 -4.09 1.35 -0.1982
C -1.58 -3.60 2.64 -0.0037
C -2.59 -4.04 3.48 -0.0594
C -3.52 -4.97 3.02 -0.0756
C -3.42 -5.47 1.73 -0.0692
C -2.42 -5.03 0.88 -0.0152
H 0.12 -5.97 0.97 0.0911
H 1.77 -5.77 0.40 0.0962
H 0.51 -6.33 -0.72 0.0986
H 1.04 -1.28 -1.28 0.0973
H 2.64 -3.12 -2.43 0.0904
H 1.87 -4.71 -2.51 0.0918
H 3.05 -4.38 -1.24 0.0865
H -0.84 -2.89 2.98 0.0778
H -2.66 -3.66 4.48 0.1067
H -4.32 -5.30 3.67 0.1053
H -4.15 -6.19 1.37 0.1065
H -2.36 -5.38 -0.14 0.1205
```

***

--- 2 ---
Computed, not measured: a molecular structure, C48H39BrGeIrN3O5STe, with ωB97M-V with the def2-TZVPD basis set.

Calculated values
HOMO: -6.902 eV
orbital gap: 6.1686 eV

XYZ file:
```
100
Properties=species:S:1:pos:R:3:lowdin_charge:R:1
Ir -0.11 -0.38 -0.45 0.8788
Br -1.11 -3.71 -1.33 0.9161
C -2.08 -2.24 -1.96 -0.7065
C -3.09 -2.48 -2.90 -0.0923
C -3.86 -1.42 -3.33 -0.0271
C -3.62 -0.16 -2.80 0.0233
C -2.62 -0.03 -1.88 -0.2004
N -1.84 -1.03 -1.47 -0.0643
C -2.33 1.36 -1.32 -0.5389
O -2.91 2.31 -1.73 0.1084
O -1.39 1.41 -0.32 -0.5362
H -3.25 -3.48 -3.26 0.1047
H -4.64 -1.58 -4.07 0.1180
H -4.18 0.72 -3.09 0.1309
O 2.84 -1.92 -2.74 0.0508
C 2.27 -1.79 -1.67 -0.5901
O 0.98 -1.52 -1.64 -0.2836
C 2.98 -2.00 -0.38 -0.1805
C 3.80 -3.12 -0.26 -0.0221
C 4.43 -3.40 0.94 -0.0884
C 4.26 -2.54 2.02 -0.0875
C 3.47 -1.40 1.89 -0.1221
C 2.81 -1.13 0.69 -0.5840
S 1.84 0.34 0.56 0.5933
H 3.92 -3.77 -1.12 0.1183
H 5.05 -4.28 1.04 0.0979
H 4.73 -2.75 2.97 0.1018
H 3.33 -0.73 2.72 0.1034
C -5.92 -0.12 1.53 -0.0922
C -5.10 0.62 2.36 -0.0813
C -3.73 0.38 2.39 -0.1046
C -3.15 -0.61 1.59 -0.2810
C -4.01 -1.36 0.77 -0.1316
C -5.37 -1.12 0.74 -0.0852
Ge -1.20 -0.92 1.67 0.8959
C -0.63 0.08 3.25 -0.2992
C -0.01 1.33 3.23 -0.1364
C 0.27 2.01 4.40 -0.0823
C -0.08 1.46 5.63 -0.0920
C -0.70 0.22 5.67 -0.0895
C -0.98 -0.46 4.49 -0.1077
C -0.97 -2.80 2.15 -0.3359
C -2.02 -3.64 2.50 -0.1196
C -1.79 -4.97 2.84 -0.0935
C -0.50 -5.48 2.83 -0.0972
C 0.56 -4.65 2.49 -0.0802
C 0.33 -3.32 2.16 -0.1104
H -6.99 0.08 1.50 0.0993
H -5.52 1.40 2.99 0.1004
H -3.10 0.97 3.06 0.0883
H -3.61 -2.17 0.17 0.0869
H -6.01 -1.71 0.09 0.1005
H 0.28 1.77 2.29 0.0253
H 0.76 2.98 4.36 0.0963
H 0.14 1.99 6.55 0.0978
H -0.97 -0.22 6.62 0.0979
H -1.47 -1.42 4.54 0.0994
H -3.04 -3.27 2.50 0.0914
H -2.62 -5.62 3.11 0.0979
H -0.32 -6.51 3.10 0.0971
H 1.58 -5.03 2.48 0.0997
H 1.16 -2.69 1.88 0.0778
Te -0.19 3.11 -0.54 1.5854
C -0.89 3.89 1.29 -0.5427
C -0.06 4.78 1.96 -0.1599
C -0.44 5.29 3.19 -0.1000
C -1.64 4.91 3.76 -0.0909
C -2.48 4.03 3.09 -0.0760
C -2.11 3.52 1.85 -0.1283
H 0.90 5.06 1.53 0.0956
H 0.22 5.98 3.71 0.1049
H -1.93 5.30 4.73 0.1036
H -3.42 3.73 3.53 0.1053
H -2.77 2.83 1.33 0.0901
C 3.66 0.59 -5.59 0.0175
N 2.36 0.47 -4.96 -0.0448
N 2.01 1.15 -3.82 0.0736
C 0.70 0.87 -3.51 -0.4152
O 0.19 1.26 -2.44 -0.2248
C 0.22 0.04 -4.56 0.0711
C 1.28 -0.19 -5.41 -0.2587
C 1.35 -1.03 -6.63 -0.0029
C 2.92 1.89 -3.02 -0.2054
C 2.68 3.25 -2.84 -0.0445
C 3.53 3.99 -2.02 -0.0815
C 4.60 3.37 -1.40 -0.0744
C 4.83 2.01 -1.59 -0.0591
C 3.99 1.27 -2.40 -0.0109
H 4.16 1.48 -5.20 0.0935
H 3.54 0.70 -6.66 0.0923
H 4.28 -0.28 -5.37 0.1026
H -0.76 -0.39 -4.61 0.1126
H 0.41 -1.56 -6.76 0.0847
H 2.15 -1.77 -6.54 0.0931
H 1.54 -0.43 -7.52 0.0854
H 1.84 3.71 -3.34 0.1196
H 3.35 5.05 -1.88 0.1053
H 5.26 3.94 -0.76 0.1048
H 5.66 1.53 -1.09 0.1115
H 4.14 0.20 -2.54 0.1141
```

***

Least stable: 1

***

--- 1 ---
Computed, not measured: C3H7N3S2 in the gas phase, with ωB97M-V with the def2-TZVPD basis set.

Calculated values
structure (SMILES): SNC1=NNCCS1
HOMO: -7.849 eV
orbital gap: 8.6378 eV

XYZ file:
```
15
Properties=species:S:1:pos:R:3:lowdin_charge:R:1
C 0.41 0.53 0.72 -0.7517
C -0.12 -1.09 -1.48 -0.2633
C -1.38 -0.30 -1.16 -0.4645
H -0.53 1.77 3.65 -0.1711
H 1.81 1.29 1.93 0.0909
H 1.92 -0.61 -1.71 0.1247
H -0.15 -1.40 -2.51 0.1069
H -0.01 -1.93 -0.80 0.1159
H -2.28 -0.95 -1.25 0.0832
H -1.56 0.55 -1.82 0.0714
N 0.78 1.12 1.94 -0.4654
N 1.32 0.23 -0.11 -0.0052
N 1.03 -0.20 -1.37 -0.1067
S 0.12 0.66 3.43 0.7307
S -1.35 0.34 0.54 0.9042
```

***

--- 2 ---
Computed, not measured: C3H7N3S2 in the gas phase, with ωB97M-V with the def2-TZVPD basis set.

Calculated values
structure (SMILES): C/N=C\NC(=S)NS
HOMO: -8.671 eV
orbital gap: 8.8749 eV

XYZ file:
```
15
Properties=species:S:1:pos:R:3:lowdin_charge:R:1
C -1.50 -1.35 1.31 -0.1534
C -0.92 -1.12 -0.96 -0.2779
C 1.13 0.20 -0.17 -0.8933
H -2.01 -2.39 1.69 0.1122
H -2.38 -0.49 1.71 0.1086
H -0.26 -1.02 1.35 0.1305
H -1.04 -1.41 -2.00 0.1054
H 1.29 -1.41 -1.41 0.1556
H 0.71 1.87 0.85 0.1161
H -2.22 0.86 0.58 -0.1504
N -1.83 -1.49 -0.15 -0.0664
N 0.53 -0.80 -0.92 -0.0355
N 0.14 1.11 0.30 -0.4209
S 2.79 -0.08 0.29 0.5013
S -1.43 1.69 -0.18 0.7683
```

***

Least stable: 2

***

--- 1 ---
Computed, not measured: a molecular structure, C35H38N3Ti, with ωB97M-V with the def2-TZVPD basis set.

Calculated values
total charge: -1
HOMO (spin up / spin down): -1.570 / -3.168 eV
spin multiplicity: 3
orbital gap (spin up / spin down): 4.3615 / 5.9527 eV

XYZ file:
```
77
Properties=species:S:1:pos:R:3:lowdin_spin:R:1
Ti -0.45 0.31 -0.33 -0.3714
C -3.77 2.86 0.68 0.0879
C -3.21 3.48 1.82 0.0603
C -1.89 3.24 2.10 0.0297
C -1.10 2.43 1.26 0.1341
N -1.68 1.76 0.18 0.1608
C -2.98 2.02 -0.07 0.0049
C 0.30 2.27 1.40 0.0948
C 1.05 2.88 2.42 0.1821
C 2.43 2.84 2.38 0.1009
C 3.04 2.29 1.26 0.1457
C 2.26 1.66 0.27 0.1578
N 0.90 1.51 0.40 0.1694
C 2.94 1.23 -0.91 0.0996
C 4.03 1.99 -1.40 0.0430
C 4.71 1.58 -2.52 0.0394
C 4.32 0.38 -3.13 0.0960
C 3.24 -0.30 -2.59 0.0054
N 2.53 0.10 -1.55 0.1064
H -4.80 3.04 0.40 0.0062
H -3.82 4.11 2.45 0.0029
H -1.44 3.68 2.97 0.0023
H -3.40 1.52 -0.92 -0.0015
H 0.56 3.37 3.25 0.0134
H 3.02 3.26 3.19 0.0027
H 4.12 2.28 1.17 0.0101
H 4.29 2.92 -0.92 0.0035
H 5.52 2.17 -2.93 0.0011
H 4.81 0.01 -4.01 0.0080
H 2.93 -1.23 -3.04 -0.0018
C -2.19 0.31 -2.61 0.0030
C -0.81 0.05 -2.69 0.0034
C -0.54 -1.18 -2.02 0.0030
C -1.80 -1.65 -1.52 0.0164
C -2.80 -0.74 -1.89 0.0069
C -4.27 -0.92 -1.62 0.0008
C -1.98 -2.99 -0.87 0.0095
C 0.57 -2.16 -2.32 0.0001
C 0.15 0.89 -3.50 0.0023
C -2.88 1.42 -3.37 0.0003
H -4.83 -1.13 -2.54 0.0004
H -4.72 -0.03 -1.16 0.0002
H -4.43 -1.75 -0.93 0.0000
H -2.11 -3.78 -1.62 0.0005
H -2.85 -3.00 -0.22 0.0005
H -1.11 -3.24 -0.26 0.0038
H 0.99 -1.94 -3.31 0.0000
H 0.17 -3.17 -2.36 0.0000
H 1.38 -2.14 -1.59 -0.0001
H 1.10 0.39 -3.63 0.0006
H 0.33 1.86 -3.02 0.0009
H -0.26 1.10 -4.50 0.0004
H -3.97 1.33 -3.29 0.0001
H -2.62 1.36 -4.43 0.0001
H -2.59 2.41 -3.01 0.0001
C -0.43 -0.24 3.52 0.0331
C -0.56 -1.34 2.43 0.0567
C -1.53 -2.43 2.95 0.0073
C -1.12 -0.73 1.17 0.3994
C 0.84 -1.93 2.26 0.0091
C 1.42 -2.72 3.25 0.0005
C 2.71 -3.20 3.12 0.0009
C 3.46 -2.90 2.00 0.0002
C 2.89 -2.11 1.00 0.0016
C 1.60 -1.63 1.14 0.0078
H -1.36 0.32 3.60 0.0031
H 0.36 0.45 3.24 0.0028
H -0.20 -0.67 4.50 0.0052
H -2.54 -2.02 3.02 0.0001
H -1.26 -2.81 3.93 0.0006
H -1.56 -3.27 2.25 0.0008
H -2.22 -0.81 1.17 0.0201
H 0.86 -2.97 4.14 0.0003
H 3.13 -3.81 3.90 0.0001
H 4.47 -3.26 1.91 0.0000
H 3.47 -1.86 0.12 0.0002
H 1.17 -1.00 0.36 0.0029
```

***

--- 2 ---
Computed, not measured: a molecular structure, C35H38N3Ti, with ωB97M-V with the def2-TZVPD basis set.

Calculated values
total charge: -1
HOMO (spin up / spin down): -1.868 / -2.913 eV
spin multiplicity: 3
orbital gap (spin up / spin down): 4.7217 / 5.7405 eV

XYZ file:
```
77
Properties=species:S:1:pos:R:3:lowdin_spin:R:1
Ti -0.10 -0.42 -0.02 0.1181
C -1.13 -2.62 3.64 0.1013
C -2.29 -1.90 4.05 0.0743
C -2.56 -0.72 3.43 0.0306
C -1.77 -0.27 2.36 0.1453
N -0.69 -1.02 1.91 0.1480
C -0.39 -2.12 2.59 0.0200
C -1.97 0.93 1.64 0.1155
C -2.99 1.88 1.86 0.1711
C -3.05 3.00 1.05 0.0740
C -2.13 3.19 0.05 0.1671
C -1.12 2.21 -0.15 0.1172
N -1.06 1.10 0.64 0.1469
C -0.11 2.24 -1.13 0.1263
C 0.13 3.32 -2.02 0.0421
C 1.20 3.30 -2.86 0.0515
C 2.06 2.17 -2.82 0.1086
C 1.75 1.13 -1.97 0.0072
N 0.70 1.11 -1.15 0.1456
H -0.85 -3.54 4.14 0.0070
H -2.91 -2.28 4.86 0.0038
H -3.40 -0.11 3.76 0.0015
H 0.53 -2.63 2.30 -0.0003
H -3.72 1.72 2.64 0.0131
H -3.84 3.74 1.21 0.0000
H -2.18 4.06 -0.59 0.0128
H -0.56 4.16 -2.02 0.0029
H 1.41 4.12 -3.54 0.0017
H 2.93 2.12 -3.45 0.0081
H 2.38 0.25 -1.96 -0.0015
C -1.94 -1.82 -0.60 0.0057
C -0.75 -2.59 -0.74 -0.0002
C -0.01 -2.03 -1.82 0.0038
C -0.74 -0.93 -2.33 0.0042
C -1.93 -0.80 -1.58 0.0074
C -3.07 0.09 -1.98 0.0030
C -0.50 -0.21 -3.63 -0.0004
C 1.18 -2.66 -2.50 0.0008
C -0.52 -3.95 -0.14 0.0001
C -3.13 -2.21 0.23 0.0031
H -3.82 0.18 -1.19 0.0002
H -3.56 -0.31 -2.87 0.0005
H -2.72 1.09 -2.23 0.0020
H 0.50 -0.40 -4.01 0.0002
H -0.63 0.87 -3.53 -0.0005
H -1.22 -0.56 -4.37 -0.0001
H 0.83 -3.29 -3.33 0.0002
H 1.74 -3.30 -1.82 0.0001
H 1.85 -1.92 -2.91 0.0000
H 0.51 -4.28 -0.29 0.0000
H -1.16 -4.69 -0.62 -0.0001
H -0.73 -3.97 0.92 0.0006
H -3.73 -1.34 0.51 0.0016
H -2.83 -2.72 1.14 -0.0001
H -3.78 -2.88 -0.34 0.0004
C 2.09 0.25 2.74 0.0011
C 2.76 -0.37 1.50 -0.0002
C 3.72 0.68 0.88 0.0003
C 1.75 -0.75 0.46 0.0025
C 3.58 -1.58 1.93 -0.0013
C 4.75 -1.46 2.66 -0.0003
C 5.50 -2.56 3.01 -0.0001
C 5.10 -3.83 2.63 0.0001
C 3.92 -3.98 1.91 0.0002
C 3.18 -2.87 1.57 0.0010
H 2.84 0.52 3.48 0.0001
H 1.40 -0.45 3.19 0.0007
H 1.53 1.14 2.43 0.0005
H 3.14 1.44 0.37 0.0001
H 4.37 0.20 0.14 0.0002
H 4.34 1.16 1.63 0.0003
H 2.31 -1.18 -0.39 0.0018
H 5.10 -0.48 2.96 0.0000
H 6.42 -2.44 3.58 0.0000
H 5.69 -4.69 2.90 0.0000
H 3.59 -4.96 1.61 0.0000
H 2.26 -2.97 1.00 0.0007
```

***

Least stable: 1

***

--- 1 ---
Computed, not measured: 2 unconnected molecules or ions with the total composition C2H2OS2, with ωB97M-V with the def2-TZVPD basis set.

Calculated values
HOMO (spin up / spin down): -7.245 / -10.556 eV
spin multiplicity: 3
orbital gap (spin up / spin down): 7.8872 / 8.2062 eV

XYZ file:
```
7
Properties=species:S:1:pos:R:3:lowdin_spin:R:1
C -2.19 0.16 0.32 0.0027
C 1.65 -0.12 -0.10 0.7459
O -2.33 -0.39 1.32 0.0001
S 1.58 -1.62 -0.73 1.1272
S -2.16 1.02 -0.96 0.0035
H 1.79 0.12 0.92 0.0593
H 1.66 0.84 -0.76 0.0614
```

***

--- 2 ---
Computed, not measured: C2H2OS2 in the gas phase, with ωB97M-V with the def2-TZVPD basis set.

Calculated values
HOMO (spin up / spin down): -6.151 / -9.658 eV
spin multiplicity: 3
orbital gap (spin up / spin down): 6.8061 / 6.1475 eV

XYZ file:
```
7
Properties=species:S:1:pos:R:3:lowdin_spin:R:1
C -0.95 -0.79 -0.36 0.2513
C 0.77 0.61 0.22 0.2056
O -1.66 -1.73 -0.42 0.0360
S 0.91 -0.69 -1.04 1.1392
S -1.12 0.79 0.37 0.3364
H 0.94 0.25 1.27 0.0229
H 1.11 1.55 -0.04 0.0085
```

***

Least stable: 2